Record 1
Formula: CH5N3O2S
Source: the OMol25 dataset
Level of theory: ωB97M-V/def2-TZVPD

Last column: natural (NBO) charge in e.
CARTESIAN COORDINATES (ANGSTROEM)
C1 -0.298404 -0.055032 -0.138825  0.487
H1 -0.368797 -0.986137 -2.559034  0.506
H2 -2.321010 0.127342 -0.903918  0.385
H3 -1.532806 -0.086787 1.273696  0.404
H4 1.766870 -0.076962 1.933047  0.171
H5 2.200025 -1.554907 -1.738459  0.380
N1 -1.358280 -0.075494 -1.102008  -0.349
N2 -0.500599 0.220177 1.170418  -0.784
N3 0.958490 -0.374541 -0.468456  -0.332
O1 -1.229381 -1.097550 -2.033834  -0.572
O2 1.218151 -0.072874 -1.883720  -0.502
S1 0.527419 0.867502 2.310524  0.206

Forces on atoms 1 to 2 (eV/Å):
C 2.507 -0.684 -2.561
H -1.272 0.723 1.307

Results
Net charge = 0
M = 123.14 g mol⁻¹
Strongest force on any atom = 5.95 eV/Å
Frontier orbital gap = 0.2398 Ha

---

Record 2
Formula: C5H13N2OP
Source: the OMol25 dataset
Level of theory: ωB97M-V/def2-TZVPD

Last column: natural (NBO) charge in e.
CARTESIAN COORDINATES (ANGSTROEM)
C1 0.827444 1.616588 3.148149  -0.433
N1 1.115746 1.259199 1.795719  -0.401
C2 0.200801 1.218212 0.940175  0.109
C3 0.470414 0.893137 -0.494155  -0.278
N2 -0.633891 0.139191 -1.054756  -0.774
C4 -0.852163 0.300198 -2.478343  -0.416
P1 -0.992160 -1.376347 -0.431515  1.922
C5 0.403976 -2.538452 -0.697956  -1.018
O1 -2.276112 -1.886155 -0.907389  -1.091
H1 1.430179 2.487729 3.404023  0.209
H2 -0.233679 1.840249 3.326503  0.170
H3 1.140964 0.795297 3.791883  0.208
H4 -0.855121 1.443690 1.161319  0.153
H5 0.531068 1.841575 -1.041578  0.221
H6 1.442784 0.393847 -0.587068  0.199
H7 -1.698984 -0.326982 -2.755429  0.239
H8 -1.099636 1.341249 -2.696650  0.199
H9 0.018217 0.013587 -3.078415  0.174
H10 -0.930204 -1.104228 0.932108  -0.127
H11 0.172551 -3.463882 -0.177070  0.253
H12 0.471630 -2.749517 -1.765114  0.246
H13 1.346177 -2.138186 -0.334441  0.237

Forces on atoms 1 to 2 (eV/Å):
C -0.249 0.148 0.271
N 0.430 -0.294 -0.505

Results
Net charge = 0
M = 148.15 g mol⁻¹
SMILES = C/N=C/CN(C)[P@H](C)=O
Strongest force on any atom = 0.95 eV/Å
Frontier orbital gap = 0.3840 Ha

---

Record 3
Formula: C46H63N4NaO5SSe
Source: the OMol25 dataset
Level of theory: ωB97M-V/def2-TZVPD

Last column: Löwdin charge in e.
CARTESIAN COORDINATES (ANGSTROEM)
Na1 -1.299285 0.478511 0.554489  0.105
C1 5.946400 3.400552 -0.022774  -0.082
C2 4.926321 2.883018 -1.040406  -0.565
C3 5.651021 1.906410 -1.980825  -0.061
C4 4.426479 4.083101 -1.860391  -0.061
C5 3.745014 2.173798 -0.379890  -0.205
C6 2.704014 1.674455 -1.160951  -0.095
C7 1.630206 1.022223 -0.595307  -0.374
Se1 0.161440 0.421749 -1.693300  1.171
C8 0.763783 -1.390890 -1.915755  -0.373
C9 1.834638 -1.620986 -2.745835  -0.089
C10 2.353831 -2.905783 -2.916849  -0.202
C11 1.741586 -3.913180 -2.181645  -0.022
C12 0.652087 -3.728610 -1.330696  -0.094
C13 0.066106 -2.423340 -1.202559  -0.391
O1 -0.994408 -2.147968 -0.550800  -0.149
C14 0.182859 -4.975871 -0.554404  -0.536
C15 -1.028467 -4.731718 0.350917  -0.068
C16 -0.199458 -6.098198 -1.535548  -0.067
C17 1.335449 -5.459024 0.344902  -0.059
C18 3.514611 -3.140187 -3.880017  -0.563
C19 4.690080 -2.214600 -3.526947  -0.058
C20 4.026202 -4.582585 -3.835167  -0.081
C21 3.056320 -2.835663 -5.315476  -0.060
C22 1.504700 0.799800 0.811418  -0.399
O2 0.495006 0.168642 1.273296  -0.158
C23 2.570310 1.344463 1.614770  -0.086
C24 3.631029 1.995118 0.999213  -0.005
C25 2.494460 1.251744 3.143446  -0.532
C26 2.363932 -0.216374 3.587659  -0.048
C27 1.265357 2.038043 3.621863  -0.041
C28 3.733793 1.829572 3.832936  -0.090
H1 6.756683 3.916466 -0.546617  0.072
H2 6.378116 2.578289 0.551388  0.080
H3 5.484981 4.105848 0.671414  0.081
H4 6.496968 2.394597 -2.479349  0.071
H5 4.970686 1.531146 -2.746441  0.069
H6 6.024923 1.048471 -1.418491  0.085
H7 5.259738 4.585852 -2.365042  0.071
H8 3.928201 4.802294 -1.207332  0.085
H9 3.710221 3.761555 -2.616420  0.072
H10 2.710515 1.792008 -2.240802  0.089
H11 2.266754 -0.766575 -3.256696  0.091
H12 2.140531 -4.917776 -2.261553  0.080
H13 -1.878680 -4.368587 -0.221985  0.080
H14 -0.802458 -3.983548 1.108038  0.085
H15 -1.306482 -5.668608 0.849262  0.073
H16 -0.980552 -5.747974 -2.213820  0.083
H17 -0.575279 -6.972763 -0.993172  0.070
H18 0.650549 -6.419929 -2.140440  0.063
H19 1.629601 -4.651880 1.017870  0.090
H20 2.210119 -5.743557 -0.242904  0.066
H21 1.028005 -6.323678 0.944008  0.072
H22 5.010486 -2.389901 -2.498380  0.089
H23 4.403816 -1.166196 -3.611356  0.067
H24 5.538928 -2.394662 -4.195904  0.072
H25 4.354264 -4.842602 -2.826521  0.083
H26 4.876592 -4.696559 -4.513734  0.073
H27 3.248945 -5.285988 -4.141556  0.077
H28 2.660895 -1.821302 -5.380305  0.076
H29 2.262488 -3.524650 -5.612856  0.082
H30 3.887690 -2.932908 -6.023602  0.071
H31 4.421465 2.384846 1.628113  0.072
H32 1.520852 -0.671070 3.072788  0.073
H33 2.207847 -0.279306 4.670908  0.072
H34 3.269356 -0.773813 3.328756  0.081
H35 0.383078 1.649411 3.118580  0.064
H36 1.360267 3.098110 3.371268  0.091
H37 1.129619 1.939510 4.705408  0.077
H38 4.643414 1.308740 3.522234  0.078
H39 3.627515 1.711125 4.915507  0.073
H40 3.849005 2.897184 3.625987  0.076
N1 -2.845646 1.829330 -2.513121  0.009
C29 -3.719490 1.173382 -3.465535  -0.297
C30 -3.004841 -0.007259 -4.124852  -0.293
N2 -2.214651 -0.750137 -3.158762  -0.013
H41 -3.276053 2.611644 -2.039323  0.068
H42 -1.966649 2.114504 -2.927071  0.047
H43 -4.098876 1.829480 -4.268921  0.093
H44 -4.590780 0.801857 -2.917598  0.091
H45 -2.331126 0.378314 -4.903621  0.097
H46 -3.764453 -0.617267 -4.638258  0.094
H47 -2.118005 -1.731849 -3.377126  0.073
H48 -2.576710 -0.663934 -2.215918  0.042
C31 -2.043996 2.630121 7.354932  -0.063
C32 -2.129230 2.716246 5.852293  -0.287
C33 -1.982644 3.933827 5.196753  -0.051
C34 -2.061548 4.004626 3.813496  -0.056
C35 -2.288248 2.855335 3.078522  -0.260
C36 -2.426831 1.628517 3.714179  -0.037
C37 -2.348218 1.568167 5.094946  -0.034
S1 -2.380066 2.929867 1.287603  0.588
O3 -1.063525 2.575407 0.814605  -0.302
O4 -2.837355 4.263819 0.945500  -0.325
N3 -3.352862 1.750269 0.876022  -0.108
C38 -4.703664 1.847671 0.914326  -0.257
C39 -5.462080 2.860954 1.512424  -0.034
C40 -6.852806 2.899042 1.393438  -0.106
C41 -7.550086 1.950952 0.684517  -0.089
C42 -6.846300 0.873768 0.110162  -0.175
C43 -7.469587 -0.147058 -0.641053  -0.039
C44 -6.732430 -1.191626 -1.126850  -0.072
C45 -5.359122 -1.239245 -0.825737  -0.140
N4 -4.738547 -0.297394 -0.160991  0.114
C46 -5.435343 0.776683 0.273261  -0.146
H49 -2.074901 3.622838 7.804545  0.065
H50 -1.112419 2.147786 7.659954  0.077
H51 -2.870553 2.039420 7.753184  0.072
H52 -1.797342 4.828721 5.781081  0.102
H53 -1.944534 4.945030 3.288675  0.112
H54 -2.580791 0.732649 3.121980  0.112
H55 -2.449776 0.612276 5.597030  0.115
H56 -4.946781 3.649322 2.039071  0.092
H57 -7.398284 3.705212 1.872568  0.094
H58 -8.626792 2.015334 0.574029  0.091
H59 -8.537754 -0.083639 -0.821879  0.104
H60 -7.188898 -1.976023 -1.717073  0.091
H61 -4.748438 -2.079502 -1.144760  0.113
O5 -2.616988 -1.550357 1.513748  -0.093
H62 -1.957685 -1.895603 0.862521  -0.002
H63 -3.281425 -1.119260 0.947429  -0.014

Forces on atoms 1 to 2 (eV/Å):
Na -1.723 -1.142 -0.509
C -0.084 -0.034 -0.066

Results
Net charge = -2
M = 886.05 g mol⁻¹
Strongest force on any atom = 2.13 eV/Å
Frontier orbital gap = 0.1867 Ha

---

Record 4
Formula: C28H31N2O2S2
Source: the OMol25 dataset
Level of theory: ωB97M-V/def2-TZVPD

Last column: natural (NBO) charge in e.
CARTESIAN COORDINATES (ANGSTROEM)
C1 0.818662 4.289754 4.630069  -0.440
C2 2.158374 3.600213 4.488142  -0.518
S1 2.345142 2.450924 3.056605  0.504
C3 0.988463 1.406071 3.114844  -0.397
S2 -0.534917 2.025845 3.527110  0.522
C4 -0.254219 3.251139 4.882004  -0.515
H1 0.867126 4.955572 5.502063  0.255
H2 0.588883 4.917537 3.764572  0.236
H3 2.929992 4.352138 4.282253  0.264
H4 2.416094 3.061430 5.407718  0.251
H5 1.092327 0.366406 2.797384  0.308
H6 -0.057093 2.714270 5.817684  0.253
H7 -1.226621 3.754003 4.950187  0.266
C5 2.288008 2.811067 -5.716990  -0.662
C6 1.812117 1.577080 -5.110938  0.303
C7 2.075393 0.255114 -5.369475  -0.315
C8 1.321037 -0.499589 -4.424519  -0.257
C9 0.625652 0.390475 -3.639342  0.204
C10 -0.384069 0.188325 -2.582362  0.111
N1 -1.664951 -0.216655 -3.113951  -0.428
C11 -2.317791 0.474862 -4.199097  -0.421
C12 -2.285467 -1.201827 -2.388660  0.684
O1 -3.378695 -1.698322 -2.661141  -0.591
C13 -1.358841 -1.553874 -1.233222  -0.132
C14 -1.815450 -0.965883 0.096506  -0.425
C15 -3.143703 -1.513454 0.562808  -0.060
C16 -4.309453 -0.791359 0.295144  -0.194
C17 -5.541342 -1.281901 0.725551  -0.197
C18 -5.606619 -2.484473 1.436157  -0.212
C19 -4.440635 -3.218544 1.680830  -0.219
C20 -3.204642 -2.733723 1.241285  -0.165
N2 -0.099570 -0.921876 -1.669240  -0.401
C21 0.981711 -0.843095 -0.823325  0.040
C22 1.127224 -1.720393 0.234129  -0.346
C23 2.257395 -1.779802 1.117947  -0.068
C24 2.666561 -3.008563 1.703904  -0.201
C25 3.725877 -3.038858 2.618870  -0.189
C26 4.393982 -1.861647 2.966970  -0.235
C27 4.061960 -0.659127 2.335646  -0.235
C28 3.029820 -0.625925 1.388199  -0.215
O2 0.915154 1.666803 -4.063796  -0.421
H8 2.952039 2.548503 -6.554208  0.240
H9 1.455698 3.422264 -6.102130  0.235
H10 2.848772 3.434298 -5.000224  0.230
H11 2.738651 -0.113712 -6.146000  0.239
H12 1.296502 -1.585702 -4.349809  0.240
H13 -0.435362 1.126738 -1.992420  0.172
H14 -3.358439 0.161240 -4.209234  0.249
H15 -2.248569 1.560419 -4.073620  0.202
H16 -1.860653 0.192330 -5.151747  0.212
H17 -1.270722 -2.655106 -1.179885  0.235
H18 -1.039058 -1.196810 0.838682  0.227
H19 -1.855919 0.131298 -0.038794  0.202
H20 -4.236973 0.147740 -0.259085  0.208
H21 -6.443424 -0.712391 0.508302  0.219
H22 -6.569240 -2.864557 1.774515  0.222
H23 -4.481181 -4.158369 2.228102  0.218
H24 -2.278521 -3.289440 1.419097  0.196
H25 1.795768 -0.259528 -1.235905  0.221
H26 0.365055 -2.515295 0.352020  0.216
H27 2.200335 -3.929544 1.329779  0.222
H28 4.005061 -3.997927 3.069573  0.227
H29 5.150431 -1.888327 3.739165  0.222
H30 4.583183 0.266827 2.598861  0.211
H31 2.823689 0.284915 0.806442  0.191

Forces on atoms 1 to 2 (eV/Å):
C 0.031 -0.224 -0.100
C 0.087 0.759 -0.420

Results
Net charge = +1
M = 491.70 g mol⁻¹
Strongest force on any atom = 2.46 eV/Å
Frontier orbital gap = 0.1386 Ha

---

Record 5
Formula: C17H19N5O3
Source: the OMol25 dataset
Level of theory: ωB97M-V/def2-TZVPD

Last column: natural (NBO) charge in e.
CARTESIAN COORDINATES (ANGSTROEM)
N1 -2.790263 -1.109672 -2.820397  -0.822
C1 -1.354776 -0.794859 -2.454036  -0.163
C2 -0.942807 0.412434 -3.248127  -0.402
C3 0.356357 1.025359 -2.827588  -0.114
C4 0.629821 2.385496 -2.807873  -0.001
N2 2.022354 2.596990 -2.630766  -0.548
C5 2.609148 1.329374 -2.453964  0.141
C6 3.909082 1.037124 -2.206581  -0.242
C7 4.283883 -0.271852 -2.144873  -0.216
C8 3.259112 -1.298562 -2.242731  -0.217
C9 1.877231 -1.010904 -2.270197  -0.236
C10 1.594285 0.322898 -2.577687  -0.093
C11 -1.579516 -0.405424 -0.979971  0.707
O1 -2.648056 -0.371646 -0.457914  -0.614
N3 -0.467556 -0.253178 -0.113693  -0.646
C12 -0.406427 -0.371187 1.346516  -0.148
C13 -1.587101 0.092862 2.146353  -0.479
C14 -1.481258 0.578526 3.499180  0.105
C15 -2.282041 1.573701 4.109566  -0.126
N4 -1.818188 1.543867 5.484053  -0.510
C16 -0.971538 0.563060 5.622185  0.190
N5 -0.772055 -0.044044 4.457340  -0.527
C17 -0.019329 -1.926169 1.449244  0.776
O2 0.382017 -2.641606 0.619303  -0.579
O3 -0.024285 -2.380266 2.706729  -0.674
H1 -2.713326 -1.255266 -3.805513  0.348
H2 -3.413410 -0.304889 -2.473870  0.385
H3 -0.743268 -1.595689 -2.658295  0.217
H4 -0.917534 0.146824 -4.324048  0.221
H5 -1.892865 1.168251 -3.021280  0.208
H6 -0.085457 3.264850 -2.800316  0.220
H7 2.552840 3.464982 -2.552835  0.419
H8 4.679094 1.793698 -1.995263  0.215
H9 5.322159 -0.529075 -2.147351  0.218
H10 3.387486 -2.401191 -1.954856  0.220
H11 1.215983 -1.791336 -2.096631  0.223
H12 0.432668 -0.647685 -0.509733  0.419
H13 0.463993 0.107473 1.678794  0.227
H14 -2.215984 0.800550 1.346620  0.287
H15 -2.261913 -0.720815 2.287195  0.243
H16 -3.059050 2.284591 3.767268  0.230
H17 -2.060264 2.187233 6.250112  0.424
H18 -0.506060 0.156779 6.544836  0.215
H19 -0.447317 -1.570152 3.127974  0.501

Forces on atoms 1 to 2 (eV/Å):
N 0.808 0.345 0.930
C -4.291 2.531 0.968

Results
Net charge = 0
M = 341.37 g mol⁻¹
SMILES = N[C@@H](Cc1c[nH]c2ccccc12)C(=O)N[C@@H](Cc1c[nH]cn1)C(=O)O
Strongest force on any atom = 5.08 eV/Å
Frontier orbital gap = 0.3146 Ha

---

Record 6
Formula: C23H20BrNO4
Source: the OMol25 dataset
Level of theory: ωB97M-V/def2-TZVPD

Last column: natural (NBO) charge in e.
CARTESIAN COORDINATES (ANGSTROEM)
C1 -2.434213 -3.006475 1.725343  -0.663
C2 -1.216225 -3.176255 0.893383  0.330
C3 -0.079109 -3.913886 1.095486  -0.331
C4 0.718058 -3.738624 -0.050399  -0.200
C5 0.021489 -2.890848 -0.879774  0.112
C6 0.378647 -2.354799 -2.188631  0.539
O1 1.292975 -2.799285 -2.843418  -0.515
C7 -0.485154 -1.197699 -2.656901  -0.517
C8 -0.278156 0.083082 -1.794454  0.131
O2 0.035787 1.186879 -2.607790  -0.689
C9 0.841917 -0.114933 -0.750571  0.705
O3 2.011298 -0.284623 -0.996232  -0.587
N1 0.292242 -0.027516 0.497318  -0.457
C10 1.096757 -0.015817 1.693608  -0.213
C11 1.363675 1.423757 2.168678  -0.447
C12 1.939520 2.220354 1.030565  0.067
C13 3.298771 2.171901 0.752329  -0.234
C14 3.812296 2.826021 -0.352045  -0.195
C15 2.970413 3.531213 -1.195351  -0.225
C16 1.615064 3.590489 -0.922565  -0.189
C17 1.103871 2.939000 0.185817  -0.256
C18 -1.052885 0.299830 0.425968  0.172
C19 -1.948871 0.523482 1.455823  -0.265
C20 -3.259643 0.841219 1.125770  -0.226
C21 -3.645279 0.926984 -0.200822  -0.085
Br1 -5.452995 1.361747 -0.610018  0.050
C22 -2.753049 0.699544 -1.243476  -0.234
C23 -1.458096 0.385104 -0.911612  0.036
O4 -1.158294 -2.551021 -0.294110  -0.408
H1 -2.241603 -3.344386 2.739087  0.230
H2 -3.256596 -3.590958 1.312588  0.233
H3 -2.740018 -1.961834 1.735358  0.238
H4 0.148840 -4.511142 1.954476  0.231
H5 1.680357 -4.159773 -0.254979  0.244
H6 -1.533838 -1.494915 -2.619003  0.239
H7 -0.216422 -0.959454 -3.687284  0.253
H8 0.967158 1.115706 -2.857892  0.490
H9 2.041686 -0.496862 1.428171  0.240
H10 0.597333 -0.601597 2.470711  0.206
H11 0.430095 1.877552 2.506565  0.210
H12 2.059044 1.386736 3.008277  0.222
H13 3.956279 1.610856 1.400763  0.208
H14 4.870474 2.776690 -0.561386  0.213
H15 3.369997 4.032328 -2.064597  0.213
H16 0.950180 4.132761 -1.577950  0.217
H17 0.042584 2.986261 0.390873  0.212
H18 -1.651485 0.459541 2.490657  0.225
H19 -3.981933 1.024054 1.906677  0.232
H20 -3.062954 0.779614 -2.273027  0.239

Forces on atoms 1 to 2 (eV/Å):
C -0.005 0.079 -0.342
C 0.327 -0.390 0.593

Results
Net charge = 0
M = 454.32 g mol⁻¹
SMILES = Cc1ccc(C(=O)C[C@]2(O)C(=O)N(CCc3ccccc3)c3ccc(Br)cc32)o1
Strongest force on any atom = 1.56 eV/Å
Frontier orbital gap = 0.3238 Ha